(1)
The following is a DFT calculation (the ωB97M-V functional and the def2-TZVPD basis) of a structure of composition C22H29NO3PtSSi3 in a non-equilibrium geometry.

```
60
Properties=species:S:1:pos:R:3
C 5.61 2.34 -1.51
C 5.09 3.57 -1.03
H 2.97 5.49 -2.63
C -2.35 0.37 5.64
H 2.57 2.30 0.50
Si -0.38 -1.13 1.68
H 5.71 4.46 -1.03
H 6.62 2.29 -1.89
C -0.22 3.25 -3.68
C 1.94 5.33 -2.97
H -2.48 -1.61 0.42
H -1.10 -2.44 -0.32
C 3.53 1.21 -1.03
C 2.91 -0.19 -1.16
H -0.35 3.70 -4.67
H 1.95 -1.46 2.48
C 1.20 -2.10 2.01
H -0.46 2.19 -3.76
C 1.69 1.81 2.92
H -1.83 3.47 1.92
Si 1.53 3.51 -3.09
C -1.11 0.74 3.60
H -2.80 0.75 6.54
C 3.82 3.62 -0.56
N 3.76 -1.07 -1.69
Si -0.12 1.73 2.35
S 5.19 -0.45 -2.07
C 2.92 2.45 -0.54
C 2.77 2.59 -4.14
C -0.79 3.49 2.23
C -2.44 -0.99 5.34
H -0.94 3.71 -3.00
H 1.76 1.64 3.99
C -1.87 -1.48 4.18
O 1.76 -0.42 -0.78
H -1.95 -2.54 3.96
C 4.82 1.20 -1.49
H -0.22 4.07 1.50
H 1.27 5.83 -2.27
H 1.62 -2.48 1.08
C 1.61 2.75 -1.36
H 2.30 1.05 2.42
H -1.62 2.28 5.02
H -2.96 -1.65 6.02
C -1.20 -0.63 3.30
H 2.73 2.97 -5.17
H 1.85 5.81 -3.94
C -1.68 1.22 4.77
C 0.56 2.18 -0.82
Pt -0.09 0.78 0.22
H 2.13 2.79 2.72
H -1.82 -3.08 1.15
H 1.00 -2.93 2.69
H 3.41 4.54 -0.17
O 5.38 -0.36 -3.49
O 6.25 -0.98 -1.27
H 2.55 1.52 -4.18
H 3.79 2.72 -3.79
H -0.73 4.01 3.19
C -1.56 -2.15 0.62
```

2S+1 = 1
Energy relative to the best compared isomer or geometry (same formula, charge and spin) = 454.1 kJ/mol
LUMO level = -3.282 eV
Gap between HOMO and LUMO = 4.9805 eV
E = -68629.804 eV

Here are the Löwdin charges for atoms 1 to 4, given in e: 0.080 -0.019 0.018 -0.090

=====

(2)
The following is a DFT calculation (the ωB97M-V functional and the def2-TZVPD basis) of a cluster of 2 separate species, C22H30Br2N3O2P in total.

```
60
Properties=species:S:1:pos:R:3
O 1.46 -4.10 -1.36
C 0.65 -1.50 -0.95
H 4.31 -0.19 -1.56
N -1.46 -1.08 0.10
C -4.59 0.41 -0.99
C 5.41 -5.26 0.05
C -5.46 1.59 -1.46
C 3.67 0.69 -1.56
C -2.24 -0.26 0.75
H 2.55 -1.72 -1.85
C -3.62 -0.73 1.10
C -4.77 0.08 0.49
C 1.87 -1.04 -1.34
H 3.55 0.97 -2.61
H -7.07 0.63 -2.55
N -0.61 1.50 0.73
H -3.55 0.64 -1.20
C 1.47 1.10 -0.38
H -3.23 0.04 4.25
Br -3.29 3.41 0.79
H -2.04 1.13 4.92
H -5.66 -0.54 0.60
C 0.20 0.66 0.03
H 3.66 2.59 -0.52
H -6.17 1.86 -0.67
C -1.78 1.05 1.09
H 4.09 -5.18 -1.58
H 5.54 0.34 0.21
H -1.65 0.16 3.48
C -2.42 0.73 3.99
H 5.23 3.55 1.55
P 0.26 -3.22 -1.32
Br -4.07 3.02 4.05
C 5.19 1.36 0.39
N 6.45 -5.11 0.51
O 6.02 3.58 1.00
H 5.05 2.32 -1.52
H 3.77 -6.48 -0.41
H -4.84 2.47 -1.62
H -3.68 -1.76 0.74
H -3.74 -0.77 2.18
C -2.65 1.99 1.85
H -4.96 0.98 1.08
H 7.02 1.82 1.45
H 1.74 2.12 -0.14
C -2.94 1.84 3.13
H 6.97 2.33 -0.25
H -0.43 -3.14 -2.55
H -6.62 2.21 -3.20
H 4.55 1.35 1.28
H -5.58 0.81 -3.47
C 4.37 1.83 -0.82
H -0.70 -3.60 -0.38
C 2.31 0.28 -1.06
C 4.08 -5.44 -0.52
H -4.89 -0.46 -1.57
C -0.23 -0.65 -0.26
C -6.23 1.29 -2.75
C 6.39 2.25 0.66
H 3.36 -4.80 -0.03
```

2S+1 = 1
Structure (SMILES) = CCCCCc1nc2c([PH2]=O)cc(CCCCO)cc2nc1/C(Br)=C(\C)Br.CC#N
LUMO level = -0.889 eV
Gap between HOMO and LUMO = 8.5318 eV
E = -181239.857 eV

Here are the Löwdin charges for atoms 1 to 4, given in e: -0.441 -0.276 0.114 0.183

=====

(3)
The following is a DFT calculation (the ωB97M-V functional and the def2-TZVPD basis) of a structure of composition C22H30Br2N4O5PS3Sc.

```
68
Properties=species:S:1:pos:R:3
Sc -0.81 0.96 -0.36
C 0.81 2.01 2.26
C 3.27 -1.08 2.39
C -6.10 -2.72 0.71
C -0.76 4.31 2.37
H 1.72 2.14 -4.66
N 3.66 -1.58 1.09
H 1.92 2.80 3.87
H 1.78 4.45 -2.75
H -3.37 6.33 1.45
Br -4.36 4.52 -0.67
C 3.68 -3.67 -0.90
C 1.08 2.96 3.19
H 3.43 0.00 2.46
H 5.50 -0.60 1.15
H 2.23 -1.08 -2.47
C -2.71 5.48 1.44
H 3.88 -1.58 3.15
Br -1.41 6.86 3.55
H -0.79 -3.81 -1.75
S -1.92 -1.02 -1.70
H -6.71 -2.22 -0.05
O -2.22 2.31 -0.34
H 4.15 -3.82 0.07
H -5.72 -3.65 0.29
O -0.63 1.11 -3.71
C 2.44 -2.13 -2.29
C 0.33 4.15 3.27
H 2.84 -4.37 -0.99
O 2.13 2.87 -0.53
H 0.52 3.42 -4.53
H 5.59 -2.34 1.48
N 0.54 1.78 -1.84
H -3.25 -3.66 -1.42
C 5.10 -1.58 0.87
N 3.21 -2.30 -1.07
H 3.06 3.27 -3.01
H -1.54 -5.40 -2.01
C -2.07 3.34 0.52
C -4.96 -1.82 1.14
N -0.22 2.13 1.35
S -1.88 -0.62 1.66
C 2.77 -1.63 0.06
H -3.16 -4.91 -0.18
O -4.17 -1.51 -0.01
H 5.32 -1.76 -0.18
H 4.41 -3.91 -1.68
H 2.21 -1.28 2.58
H 1.40 1.11 2.17
C 1.99 3.39 -2.88
H -4.35 -2.31 1.91
C 1.58 2.68 -1.59
P -2.57 -1.58 0.09
C 0.23 1.78 -3.18
C -2.91 4.44 0.55
C -1.65 5.40 2.33
H -0.69 -5.06 -0.49
C -1.32 -4.63 -1.27
H 1.48 -2.66 -2.23
O -2.30 -3.15 0.36
C -1.00 3.28 1.43
H -5.32 -0.88 1.55
H 3.03 -2.54 -3.11
H 0.54 4.91 4.00
H -6.73 -2.96 1.57
C 1.14 2.73 -3.95
C -2.61 -4.11 -0.66
S 1.25 -0.98 0.15
```

2S+1 = 2
Net charge = -1
Expectation value of S² = 0.77
Energy relative to the best compared isomer or geometry (same formula, charge and spin) = 99.2 kJ/mol
LUMO level (alpha / beta) = 2.116 / 2.114 eV
Gap between HOMO and LUMO (alpha / beta) = 4.1427 / 6.4266 eV
E = -242088.530 eV

Here are the Löwdin charges for atoms 1 to 4, given in e: 0.581 -0.178 -0.081 -0.077

=====

(4)
The following is a DFT calculation (the ωB97M-V functional and the def2-TZVPD basis) of a structure of composition C22H30Br57O2P3 in a non-equilibrium geometry.

```
114
Properties=species:S:1:pos:R:3
C -6.10 -1.97 -4.13
Br 5.13 4.09 4.04
C -4.01 -1.07 0.33
Br 8.56 -3.38 -3.06
H -4.82 5.16 1.61
Br 0.56 -1.20 -1.79
Br -5.18 -6.94 -5.76
C 5.21 3.25 7.21
C 1.42 -1.11 7.28
Br 0.57 10.35 -5.55
Br -3.76 -2.18 -1.22
H -0.98 -6.12 3.64
Br 8.27 3.69 3.74
O -1.86 -3.12 2.22
H -5.80 -1.46 -3.22
Br -1.69 -6.08 -7.03
Br 2.24 -1.25 10.72
H -7.70 1.89 -4.79
C -8.63 2.40 -4.61
Br 7.91 -3.79 4.00
Br -7.07 -4.76 -12.53
Br 6.55 4.39 6.42
Br -7.84 -2.73 -3.81
H -7.77 -5.87 -10.43
Br 8.96 -0.78 4.05
Br 5.40 -1.10 10.36
C -8.92 1.83 2.14
C 8.91 -4.93 -1.98
Br -2.99 7.91 0.94
H 3.95 -2.10 3.70
H 1.02 -2.09 3.41
Br -2.73 0.38 0.38
C 2.93 -5.72 2.18
Br -5.20 2.85 2.42
H -3.83 -1.69 1.20
H 2.39 -6.21 2.99
H 4.13 -3.06 0.88
Br 7.86 -2.03 1.33
C -2.12 8.01 2.66
Br -0.42 1.16 -3.70
C 3.84 -0.22 11.05
H -7.13 -5.71 -4.87
Br -8.06 -6.54 -7.01
C 4.32 -2.86 3.03
Br 2.96 -2.10 6.68
Br -9.23 3.09 -6.31
H -1.45 -2.25 2.18
H 5.42 3.19 8.27
Br 2.54 8.25 -3.11
Br 4.64 8.58 -5.49
C 2.99 7.77 -4.92
H 5.05 5.29 0.04
C -1.80 -7.28 -8.54
Br 1.70 1.73 -1.36
Br -1.31 9.75 -3.05
P 2.11 -4.12 1.75
C 8.76 -2.38 3.00
H -1.84 9.81 -5.46
O -1.27 -5.58 2.89
C 0.20 0.68 -1.94
Br -9.98 0.38 2.85
Br -0.21 7.95 2.48
Br -8.27 3.82 -3.36
H 2.21 8.15 -5.56
Br -5.33 -5.81 -10.08
Br 1.46 0.70 6.62
Br -4.78 -3.32 -4.47
Br 7.47 -5.29 -0.76
Br -7.11 -7.85 -11.75
Br 7.16 4.24 -0.68
Br 5.32 1.45 6.53
H 5.36 -2.62 2.83
H 7.00 5.42 4.97
Br -2.68 4.11 0.96
C 3.49 -2.90 1.74
Br -5.82 -0.43 0.43
Br -6.16 -0.64 -5.53
C -6.94 -6.05 -11.10
Br -2.52 -8.98 -8.02
H 3.04 -1.92 1.64
Br -2.77 6.66 3.86
Br 4.38 4.53 -2.22
Br 3.01 5.86 -5.16
H -0.61 0.89 -1.26
Br 4.52 2.93 0.52
H -2.38 8.97 3.08
Br -9.86 1.12 -3.89
Br -0.89 7.54 -5.30
H -2.49 -6.84 -9.25
H 8.99 -5.78 -2.65
Br 3.44 3.99 7.02
P -1.14 -4.02 3.39
H 3.94 -5.58 2.55
H 9.76 -2.73 2.76
H 1.48 -1.04 8.35
P 0.99 -3.50 3.53
C -1.00 9.42 -4.92
Br -7.75 -8.00 -4.18
Br -9.39 2.23 0.32
C 5.25 4.39 -0.51
Br -0.11 -7.45 -9.43
H -7.89 1.50 2.14
Br -9.00 3.39 3.26
H 3.95 -0.14 12.12
H 4.29 -3.79 3.57
Br 6.89 6.36 2.69
C -7.05 -6.66 -5.37
C -4.59 4.20 1.18
C 6.85 4.95 4.00
Br 3.65 1.57 10.35
Br 10.59 -4.79 -1.05
H 2.97 -6.37 1.33
Br -0.23 -2.00 6.83
Br -5.50 4.08 -0.51
```

2S+1 = 1
Energy relative to the best compared isomer or geometry (same formula, charge and spin) = 98.0 kJ/mol
LUMO level = -0.327 eV
Gap between HOMO and LUMO = 7.2966 eV
E = -4047675.926 eV

Here are the Löwdin charges for atoms 1 to 4, given in e: -1.630 0.537 -1.592 0.571